No. 1
Entry from OMol25: a molecular structure, C39H43ClGaP2Si2 in a non-equilibrium geometry (ωB97M-V with the def2-TZVPD basis set).

Structure (XYZ):
```
88
Properties=species:S:1:pos:R:3:forces:R:3:mulliken_charge:R:1
Ga 1.051329 -1.159299 -0.564448 0.8 -1.0 3.7 1.1056
Cl 0.241725 -0.129338 1.325839 -0.5 0.8 -0.6 -0.2263
P -0.790278 -1.536272 4.245451 0.5 -0.2 -0.4 1.0626
P -1.597600 -2.623582 1.019456 0.4 0.3 -0.5 0.8824
Si 0.681648 4.044398 -0.660894 0.3 -2.1 0.5 0.5854
Si 0.935977 0.482732 -2.387169 0.6 1.8 -3.2 0.9814
C 3.342029 2.105492 -2.096070 -0.2 0.6 0.3 -0.4173
C 4.145589 3.549408 -3.869417 -0.2 -0.3 0.2 -0.6967
C -2.927460 1.236363 -1.789027 0.5 -0.9 0.1 -0.5980
C 3.629873 2.886186 2.806471 -0.3 0.0 0.0 -0.7022
C 2.920159 4.098495 2.844473 0.0 -0.1 0.0 -0.5839
C 2.110792 -2.167264 1.970518 0.6 -0.4 -0.8 -0.9673
C 2.280006 2.204141 0.933632 0.4 0.2 -0.2 0.6278
C -0.221398 -1.960615 5.938995 0.0 -0.1 0.1 -1.5740
C -0.501308 1.411222 -1.322977 -0.5 1.3 0.9 1.2351
C 1.691857 3.479364 0.823236 0.0 -0.4 0.3 0.4161
C -2.955655 -1.441498 0.658649 -0.1 0.1 0.0 -0.5635
C 1.957308 4.395033 1.871058 0.4 0.0 -0.4 -0.6942
C -1.058792 0.107420 -6.125636 0.2 -0.1 0.0 -0.6028
C -4.039385 -4.758309 3.464514 -0.1 0.0 0.2 -0.8319
C 2.878272 1.533025 -4.345211 -0.8 0.3 -0.2 -0.3493
C -3.438016 -4.132505 2.373044 0.1 -0.3 0.5 -0.9263
C 2.493095 -3.179295 -0.096780 -1.2 -0.9 -0.3 -1.1965
C 1.482232 -3.412767 1.959762 0.7 0.5 -0.1 -0.5202
C -3.031440 2.636959 -1.774954 0.9 0.9 -0.1 -0.7094
C -1.436502 1.425277 -6.381226 0.0 -0.1 0.3 -0.6004
C 4.084642 3.217348 -2.515995 0.2 0.0 -0.1 -0.3519
C -2.002620 -2.878139 3.892367 -0.2 -0.3 -0.2 0.1092
C 2.530500 1.379391 -2.977345 1.4 -0.4 0.6 0.0392
C -0.219943 2.125133 -4.409975 -0.6 0.2 0.0 -0.2016
C -2.655105 -3.477943 4.980593 -0.3 -0.3 -0.4 -0.2407
C 3.284631 1.917006 1.860892 -0.3 0.1 0.0 -0.4484
C 0.057244 0.793331 -4.077985 -0.1 -0.7 0.1 0.2505
C -0.315722 -0.210714 -4.977367 -0.4 0.3 -0.1 -0.5219
C -1.038023 2.433961 -5.501746 0.4 -0.1 0.1 -0.8757
C 1.710279 -4.034192 0.701464 0.5 0.2 -0.4 -0.6920
C -1.910674 -0.142770 4.672085 0.0 0.1 -0.1 -1.3051
C -1.691452 0.632490 -1.689541 -0.4 0.5 0.0 -1.5595
C -3.632462 -4.454927 4.765593 0.1 0.0 0.0 -0.7903
C -2.347326 -3.284064 2.556910 -0.2 0.1 0.9 0.0368
C -1.854312 -3.860019 -0.322842 -0.4 -0.5 0.3 -1.3469
C -0.626535 2.923509 -1.343732 0.2 -1.1 0.0 -0.1659
C 3.589605 2.653076 -4.790466 0.1 -0.2 0.3 -0.4125
C 2.693465 -1.927770 0.647702 -0.3 0.2 0.9 0.2707
C -1.884862 3.445110 -1.674439 -0.8 0.2 -0.6 -0.4839
H -2.032718 1.676678 -7.259547 0.1 -0.1 0.3 0.3987
H -0.044513 -1.247089 -4.777796 -0.1 0.1 -0.1 0.4106
H -2.706697 -0.768656 -0.165075 -0.2 -0.3 0.3 -0.3774
H -1.565303 -0.455110 -1.829234 -0.3 0.5 0.1 0.8973
H -1.386223 0.801869 4.489285 -0.2 -0.1 0.0 0.3534
H 2.204453 -1.505741 2.830902 -0.3 -0.1 -0.5 0.4853
H -4.076119 -4.960285 5.630217 0.1 0.2 -0.4 0.3867
H 0.104393 5.260151 -0.302801 -0.7 1.8 0.1 -0.2973
H 1.438942 5.360489 1.884474 0.3 -0.3 0.0 0.3777
H 4.413518 2.673587 3.540317 -0.3 0.2 -0.3 0.4111
H -2.897539 -4.181215 -0.427828 0.2 0.0 -0.1 0.5235
H -1.528128 -3.431513 -1.281901 -0.1 0.1 0.3 0.2842
H 2.967821 -3.428172 -1.048338 -0.2 0.1 0.3 0.5824
H -0.284733 1.239252 -0.250350 0.4 -0.5 -0.2 0.2153
H -1.982549 4.526511 -1.843240 -0.1 -0.4 0.4 0.4538
H -1.230043 -4.741859 -0.136512 -0.1 0.2 0.0 0.3652
H 0.164789 2.948107 -3.799394 -0.2 -0.3 -0.1 0.6110
H -2.191648 -0.194830 5.727812 -0.2 0.1 -0.2 0.3767
H -0.995760 -1.730235 6.677823 0.2 -0.1 0.1 0.4122
H -2.402032 -3.199557 6.011619 -0.1 -0.1 -0.6 0.2767
H 0.679853 -1.379072 6.164667 -0.2 -0.1 0.0 0.3908
H -3.115797 -0.834137 1.557628 0.0 -0.1 -0.2 0.2691
H 4.650246 4.458390 -4.205091 -0.2 -0.3 0.1 0.4191
H -3.873498 -2.002431 0.437858 0.1 0.2 0.0 0.5262
H 0.948873 -3.855904 2.802050 0.2 0.2 -0.3 0.5433
H -1.346100 3.466417 -5.666495 0.2 -0.2 -0.1 0.4404
H 4.597853 3.839620 -1.777113 -0.1 -0.3 -0.2 0.4560
H -3.825073 -4.304433 1.370813 0.1 -0.2 0.2 0.1822
H 1.411412 -5.055048 0.461324 0.0 0.4 -0.1 0.5570
H -2.801663 -0.190958 4.040285 0.1 0.2 0.1 0.3594
H -4.018556 3.097005 -1.866855 0.4 -0.1 0.0 0.4198
H 0.025697 -3.024709 5.986721 0.1 0.1 0.1 0.4050
H 3.364812 1.833949 -1.042146 -0.1 0.4 -0.4 0.4237
H 3.150647 4.822789 3.632989 -0.2 -0.3 -0.4 0.3873
H 3.524875 -1.243303 0.465802 -0.1 -0.3 0.1 0.8369
H 3.700733 2.844775 -5.857496 0.0 -0.3 0.2 0.4296
H -3.840133 0.633365 -1.844656 0.4 0.2 -0.2 0.4933
H -4.830179 -5.490453 3.302123 0.1 0.2 0.0 0.3849
H 1.076817 -1.091007 -2.428436 -0.2 -0.2 -0.7 -0.3111
H 2.525783 0.816165 -5.090340 -0.2 0.4 0.2 0.4306
H 3.789302 0.941112 1.836376 -0.3 0.5 0.1 0.3042
H -1.351996 -0.682951 -6.818451 0.1 0.2 0.2 0.4155
H 1.970792 1.413844 0.250545 0.2 0.3 0.1 -0.3566
```
Positions in Å, forces in eV/Å.

ΔE to the lowest compared entry with this formula, charge and spin = 7.862 eV
HOMO-LUMO gap (alpha / beta) = 0.179 / 0.196 Ha
total charge = +1
2S+1 = 1
highest occupied orbital energy (alpha / beta) = -9.65 / -9.87 eV

=====

No. 2
Entry from OMol25: 4 unconnected molecules or ions with the total composition C14H17BrF4NO10 in a non-equilibrium geometry (ωB97M-V with the def2-TZVPD basis set).

Structure (XYZ):
```
47
Properties=species:S:1:pos:R:3:forces:R:3:mulliken_charge:R:1
Br -7.483983 4.806217 -0.010581 0.0 0.0 -0.1 -0.2825
F 3.590744 1.090634 1.003805 -0.1 0.0 0.0 -0.2561
F 8.572876 0.443906 0.893302 -0.1 0.0 0.0 -0.2883
F -4.942666 4.311174 -1.728679 0.0 0.3 -0.3 -0.3691
F 1.137549 -3.801234 -0.049093 -0.1 0.0 0.0 -0.2544
O -2.297964 -3.864914 -0.390890 0.2 0.0 0.0 -0.3337
O 1.432447 0.958392 0.335634 -0.1 0.1 0.2 -0.3137
O -0.589171 0.049149 -0.099553 0.0 -0.2 -0.3 -0.4545
O -2.709040 -6.023725 0.094315 -0.1 -0.2 0.1 -0.5141
O 7.181908 -1.299908 1.268031 0.2 -0.2 -0.2 -0.3101
O 5.392342 -2.653753 1.031264 -0.2 -0.1 0.1 -0.4990
O 0.806906 -0.911610 1.386870 0.1 0.2 0.0 -0.2829
O -7.999568 2.261558 0.900932 0.9 1.0 -1.2 -0.5088
O 6.064822 -1.338314 -0.663266 0.2 0.1 0.0 -0.3020
O -0.590834 -5.260297 -0.058480 0.0 0.0 -0.3 -0.3159
N -5.080109 2.249289 -0.521584 -0.3 0.7 0.2 -0.5171
C 2.167371 -0.668602 1.752192 0.1 -0.3 0.2 -0.3452
C 8.010160 -0.649090 0.321972 -0.1 0.1 0.2 0.3044
C -1.952769 -5.134435 -0.094829 0.0 0.2 0.1 0.5892
C 7.029587 -0.286402 -0.771612 0.0 0.1 -0.2 -0.3589
C -7.362962 2.815677 0.037747 -1.1 -1.3 1.3 0.3503
C -0.042374 -4.100859 -0.656046 0.0 0.0 0.3 0.3503
C 0.438386 0.028680 0.475265 0.2 0.0 0.1 0.6623
C -4.318347 3.034771 -1.357815 0.1 -0.7 0.5 0.1986
C -2.984065 3.431290 -0.719100 -0.3 -0.3 0.0 -0.5667
C 2.325199 0.795571 1.415893 0.0 -0.1 -0.3 0.2689
C 6.132093 -1.845925 0.589032 -0.1 0.1 0.0 0.6812
C -2.491534 2.497392 0.384919 0.5 0.4 -0.2 -0.7948
C -6.434050 2.097482 -0.942850 0.7 -0.1 0.0 -0.5504
C -1.107152 -3.060515 -0.400231 -0.1 0.1 -0.1 -0.1527
H -4.146238 2.588129 -2.357826 -0.1 0.1 -0.3 0.0758
H -6.745470 1.060343 -0.814282 -0.3 -0.2 -0.1 0.3120
H 2.048194 1.482086 2.217260 0.1 0.1 0.0 0.2174
H -3.145679 4.414461 -0.290396 0.0 0.3 0.0 0.2027
H -6.637149 2.406186 -1.975805 -0.2 0.2 -0.1 0.3753
H -1.402514 2.545650 0.412387 0.2 0.0 0.1 0.1930
H -0.979091 -2.585121 0.569491 0.1 0.0 0.0 0.1240
H -2.862107 2.834079 1.344190 -0.2 -0.2 0.2 0.3236
H 0.151853 -4.302110 -1.711245 0.1 0.0 0.0 0.2355
H 7.471832 -0.271540 -1.763678 -0.1 -0.2 0.0 0.2664
H -1.159428 -2.295072 -1.167463 -0.2 0.0 0.0 0.2654
H 6.549323 0.671962 -0.570080 0.1 0.0 0.1 0.2497
H 2.330362 -0.889632 2.803512 -0.2 0.0 0.0 0.3028
H -2.763936 1.467892 0.221370 -0.3 -0.2 0.0 0.2318
H 2.826582 -1.295269 1.148286 0.1 0.1 -0.1 0.1878
H -2.236173 3.527333 -1.504011 0.1 0.1 -0.1 0.3305
H 8.803834 -1.330978 0.011725 0.1 0.1 0.0 0.2721
```
Positions in Å, forces in eV/Å.

ΔE to the lowest compared entry with this formula, charge and spin = 0.168 eV
HOMO-LUMO gap = 0.166 Ha
total charge = -1
2S+1 = 1
highest occupied orbital energy = -2.91 eV

=====

No. 3
Entry from OMol25: 3 unconnected molecules or ions with the total composition C44H43B2BrCl2F4IN4O9S in a non-equilibrium geometry (ωB97M-V with the def2-TZVPD basis set).

Structure (XYZ):
```
111
Properties=species:S:1:pos:R:3:forces:R:3:mulliken_charge:R:1
I 3.408067 -1.966658 -1.529225 -0.4 0.3 0.7 0.1300
Br 1.812301 1.203009 -2.261433 -0.8 -0.7 0.2 0.0219
Cl 0.481474 -0.649953 2.887760 0.0 -0.5 -1.7 -0.1176
Cl -0.165520 4.421504 0.653481 -0.4 -1.6 0.7 -0.1475
S -3.305053 1.602030 -2.104137 -0.6 0.2 -0.3 -0.0797
F 0.405532 -3.638883 2.168073 -2.0 1.4 -0.9 -0.2087
F -1.487887 -4.262162 1.076491 1.2 2.0 1.4 -0.2997
F -2.168374 -2.024232 0.177973 2.5 0.5 1.8 -0.3241
F -2.238207 -1.328033 2.278479 1.6 -1.3 -1.5 -0.3604
O -4.108047 1.018764 1.861840 0.3 0.9 -2.9 -0.5496
O -3.532815 6.593538 -6.267845 -0.2 -0.2 0.1 -0.6616
O 5.339679 -6.609620 7.438988 -0.1 0.3 -0.2 -0.6632
O 4.143410 -2.126136 4.805583 0.0 -0.2 0.1 -0.7297
O -8.332402 4.422946 -5.429872 0.4 0.0 0.0 -0.6577
O -2.433830 3.472466 1.568303 4.1 -1.5 -0.4 -0.4333
O -1.702469 -1.290083 -2.567512 2.6 0.3 1.2 -0.6179
O 5.239131 1.258989 1.349843 -0.6 -1.5 -1.0 -0.4277
O 1.758899 0.424996 0.362778 -1.0 -1.8 0.3 0.2720
N -0.592881 1.306839 -1.078425 -0.9 -0.8 1.0 0.1684
N 0.353994 -0.817436 -3.892495 -1.1 -0.2 1.1 -0.4644
N -1.116031 0.575923 1.199321 -0.6 0.2 -1.8 0.8069
N -2.886994 1.068184 -0.473077 3.5 0.5 1.2 1.0855
C -5.847603 6.941125 -6.088052 -0.2 0.2 0.0 0.1953
C -4.632499 6.095619 -6.104249 0.8 0.6 -0.2 0.5699
C -5.174009 -0.275605 -0.138390 1.0 -0.3 0.2 -0.8950
C 0.756796 -3.296540 -0.831005 -0.2 -1.7 -0.8 0.3706
C 2.909780 -6.549209 6.063653 -0.2 -0.1 -0.1 -0.6320
C -5.016926 1.879126 -5.559733 -0.1 0.1 0.1 -0.5579
C 5.080583 -5.597578 6.813063 0.3 -0.8 0.5 0.5808
C 1.128742 -3.891228 -2.296314 -1.7 -0.9 0.2 -1.5722
C 5.738452 -3.309930 6.059690 0.3 0.1 0.1 0.1156
C -3.767993 2.441356 -5.818385 0.0 0.2 0.1 -0.5648
C -5.731953 8.317819 -6.283220 -0.1 0.2 0.0 -0.5523
C 3.474321 -4.293193 5.416717 -0.3 -0.2 -0.1 -0.0783
C 7.270240 -4.590959 7.419891 0.2 0.1 0.0 -0.5959
C -8.129295 8.538840 -6.141437 0.1 -0.2 0.0 -0.4687
C 4.136060 1.097530 0.431164 -1.2 0.9 0.1 -0.2146
C 8.194898 -3.555115 7.352933 -0.2 -0.1 -0.1 -0.4694
C -7.106056 6.368686 -5.895994 0.0 0.3 -0.1 0.2454
C 4.429599 -3.161587 5.385261 -0.1 0.8 -0.4 0.5794
C 1.697028 -6.437086 5.393813 0.1 0.1 0.1 -0.6216
C -6.027113 4.066009 -5.687822 0.3 -0.3 0.0 0.1718
C 6.043739 -4.474372 6.765210 0.3 0.2 0.0 0.2657
C -4.775087 4.631682 -5.926760 0.0 -0.5 0.0 0.2454
C 6.128647 0.105308 1.314520 1.2 0.2 -0.1 0.0613
C -0.246164 -0.650932 1.171207 -0.6 -0.2 0.3 0.6813
C -8.247097 7.170055 -5.929345 -0.1 0.2 0.0 -0.5580
C 3.798502 -5.474970 6.081728 -0.4 0.0 -0.2 0.4066
C 1.565433 -2.043360 -0.300737 0.4 -0.7 1.5 -1.7111
C -1.286613 -1.849283 1.297124 -3.2 0.8 1.1 0.1448
C 6.671727 -2.274832 5.990395 0.2 0.1 0.1 -0.5660
C 7.898800 -2.400287 6.632219 -0.2 -0.1 -0.1 -0.5349
C -6.144891 2.688841 -5.494730 0.1 -0.2 0.0 -0.5451
C 7.062203 0.159591 0.002114 -1.0 0.1 0.5 -0.9757
C -0.929889 -3.248921 1.946461 -0.6 -3.7 0.1 -0.0974
C -1.251904 3.145036 1.441298 -3.5 1.0 0.4 0.4193
C -7.240426 4.915236 -5.651754 -1.0 -0.2 0.1 0.5347
C 0.318327 0.132282 -1.384888 -0.5 0.5 0.3 -1.7578
C 1.361695 -5.247786 4.749733 0.3 0.1 0.1 -0.2836
C -0.627611 1.730650 1.968884 -0.1 2.8 1.1 -0.2035
C -1.623088 0.973962 -0.102016 1.6 0.1 -1.1 -1.7594
C 2.249558 -4.176223 4.759931 -0.3 -0.2 0.0 -0.4537
C -3.645592 3.815280 -5.996977 0.1 -0.2 0.1 -0.6195
C -6.871319 9.113640 -6.308905 0.1 -0.2 0.0 -0.4754
C 0.847213 -0.654350 -0.026979 1.4 1.7 -0.8 1.9108
C 2.929222 0.217106 1.090919 3.6 1.4 2.2 -0.3152
B -3.995062 0.686844 0.478717 -3.4 -1.6 1.7 0.2605
B -0.374871 -0.687413 -2.562858 -1.2 -1.6 -3.1 1.0833
H -1.475156 -3.452510 2.939984 0.9 1.0 -1.6 0.3815
H 8.625020 -1.596325 6.572749 -0.1 -0.1 0.0 0.4096
H 0.411023 -5.158308 4.234896 0.1 0.0 0.1 0.2910
H 3.162572 -7.476252 6.567710 0.1 0.2 0.0 0.4809
H 7.508497 -5.489958 7.978759 -0.2 0.0 -0.1 0.4710
H 9.149739 -3.649294 7.859465 -0.1 0.0 0.0 0.4020
H -2.888786 1.807209 -5.878636 -0.1 0.1 0.0 0.4999
H -1.630552 -2.103164 -3.107851 -0.4 0.7 0.1 0.3398
H 2.821372 0.682913 2.146267 0.1 -0.8 -1.6 0.1652
H 0.025825 2.038087 -0.693851 -0.4 -0.2 0.0 0.3879
H -9.229184 6.728875 -5.794426 0.2 -0.1 0.0 0.4632
H -2.442647 2.644806 -2.403227 -0.2 -0.8 0.9 0.2690
H 6.446359 -1.371162 5.433411 -0.1 -0.2 0.1 0.5077
H 4.438756 0.717798 -0.597732 -0.3 0.3 1.4 0.0793
H -9.018685 9.159232 -6.174251 0.1 -0.1 0.0 0.4009
H -6.217762 0.093603 0.118321 1.3 -0.4 -0.5 0.3179
H -2.669725 4.247246 -6.194855 -0.2 0.1 0.0 0.4864
H 1.104368 -3.126001 -3.130283 0.5 -0.9 1.1 0.3416
H 0.096673 -1.705372 -4.345353 0.0 0.7 0.0 0.1984
H -5.016861 -0.526001 -1.237387 -0.6 0.4 1.3 0.2882
H 5.536680 -0.869134 1.409735 0.9 1.2 -0.2 0.1419
H 2.039104 -4.573565 -2.290465 -1.0 1.4 -0.1 0.4105
H -7.115541 2.245311 -5.298021 0.0 0.2 -0.1 0.4918
H 3.686521 2.141198 0.283936 0.7 -1.3 0.2 0.1272
H -4.797716 1.730252 1.892799 0.6 -0.8 0.5 0.3029
H 0.042142 -0.058071 -4.524068 0.6 -0.5 0.4 0.1892
H -0.376083 -3.204549 -0.867165 1.4 0.4 0.3 -0.0582
H -6.779931 10.183355 -6.465282 0.0 -0.1 0.0 0.3982
H 0.249504 -4.608905 -2.532080 1.3 1.0 0.4 0.4229
H -4.755446 8.770515 -6.419712 -0.1 -0.2 0.0 0.4643
H 7.431939 1.235334 -0.111103 -0.2 -1.6 0.3 0.2823
H 3.381459 -0.804755 1.270941 -1.3 0.7 -0.6 -0.0350
H 2.005423 -2.350243 0.722782 -0.7 0.6 -1.6 0.6057
H 0.488225 1.945901 1.967231 -1.3 -0.9 -0.1 0.1956
H 6.425807 -0.067059 -0.913228 1.0 0.1 1.0 0.1923
H -1.062862 1.661902 3.034712 0.9 0.2 -1.6 0.5195
H -5.046797 -1.275105 0.429019 -0.2 1.5 -0.7 0.2403
H 6.821991 0.211570 2.223169 -1.2 -0.2 -1.2 0.2586
H 0.970208 -4.196544 -0.142275 -0.4 1.7 -0.9 0.1950
H 7.898686 -0.606349 0.099913 -1.0 1.1 -0.2 0.3572
H -5.110951 0.807731 -5.413220 0.0 0.1 0.0 0.4912
H 1.010400 -7.276948 5.375259 0.1 0.1 0.0 0.4047
H 1.985911 -3.254120 4.252425 0.2 -0.1 0.1 0.7153
```
Positions in Å, forces in eV/Å.

HOMO-LUMO gap = 0.238 Ha
total charge = +1
2S+1 = 1
highest occupied orbital energy = -11.27 eV